Entry 1:
This record from OMol25 describes a cluster of 6 separate species, C20H33ClN5O4 in total at a distorted geometry. The level of theory is ωB97M-V/def2-TZVPD.

Atoms and positions in Å:
Cl  21.4786  -10.2298  -19.0323
O  20.8999  -9.7653  -17.7940
O  21.2010  -9.2924  -20.0548
O  22.9083  -10.3829  -18.9253
O  20.9542  -11.5342  -19.3338
C  21.2846  -13.4450  -23.1876
C  22.0236  -12.2250  -22.5952
C  23.2383  -12.6160  -21.6793
C  24.5113  -13.0312  -22.2906
N  25.4837  -13.3686  -22.7800
H  20.4572  -13.3192  -23.8859
H  20.8425  -13.9088  -22.3058
H  21.9546  -14.1444  -23.6876
H  21.3103  -11.7067  -21.9544
H  22.3736  -11.6395  -23.4454
H  22.8259  -13.2474  -20.8923
H  23.6861  -11.7468  -21.1975
C  16.7280  -15.1647  -19.6026
C  17.5618  -13.8965  -19.7598
C  18.2282  -13.7146  -21.0766
C  17.2218  -13.5316  -22.1475
N  16.4839  -13.3909  -22.9734
H  17.4030  -16.0104  -19.7344
H  15.9507  -15.2778  -20.3584
H  16.2618  -15.1631  -18.6173
H  18.2873  -13.8470  -18.9478
H  16.8817  -13.0624  -19.5868
H  18.9824  -14.4684  -21.3023
H  18.9363  -12.8884  -21.0113
C  26.3208  -13.7514  -18.2731
C  25.2463  -12.7332  -17.7729
C  25.2628  -12.5777  -16.2417
C  24.1405  -11.7855  -15.7662
N  23.2103  -11.2462  -15.3689
H  26.7028  -13.4597  -19.2514
H  25.8155  -14.7039  -18.4326
H  27.1913  -13.7198  -17.6178
H  24.2489  -12.9984  -18.1236
H  25.4739  -11.8024  -18.2925
H  26.1843  -12.1097  -15.8956
H  25.0511  -13.5295  -15.7544
C  20.4899  -4.1836  -20.8696
C  20.0512  -5.2173  -19.8336
C  21.0992  -5.8877  -18.8897
C  20.5031  -6.5081  -17.6944
N  19.9712  -6.9890  -16.8002
H  20.8919  -3.2806  -20.4102
H  19.7778  -3.8874  -21.6399
H  21.3113  -4.6303  -21.4300
H  19.4751  -6.0337  -20.2691
H  19.2991  -4.7962  -19.1665
H  21.8293  -5.1765  -18.5033
H  21.8037  -6.6301  -19.2647
N  20.8291  -14.4992  -18.7091
C  21.5057  -14.6444  -17.4708
C  21.7799  -15.9235  -17.1968
C  21.3683  -16.7157  -18.2829
C  20.8877  -15.7574  -19.2481
H  20.4714  -13.7152  -19.2359
H  21.6804  -13.7230  -16.9352
H  22.3614  -16.2835  -16.3609
H  21.4675  -17.7861  -18.3862
H  20.6551  -15.8966  -20.2935

Computed properties:
* spin multiplicity: 2
* orbital gap (alpha / beta): 7.62 / 3.72 eV
* electronic energy: -49425.2567 eV
* F_max: 5.1 eV/A

Entry 2:
This record from OMol25 describes a structure of composition C15H30AsF6N2O6S3Tl. The level of theory is ωB97M-V/def2-TZVPD.

Atoms and positions in Å:
Tl  -2.6519  -0.0557  1.6577
F  0.5329  5.4320  1.7668
C  -0.2792  4.7292  2.5515
F  -1.5133  5.2011  2.4335
F  0.1235  4.8020  3.7956
S  -0.3308  2.9346  2.0187
O  -1.3531  2.8190  1.0000
O  -0.4526  2.1899  3.2196
N  1.1175  2.8515  1.3130
S  1.6195  2.0820  0.1274
O  0.5171  1.9419  -0.9933
O  2.3188  0.8599  0.2151
C  2.8054  3.2482  -0.6878
F  3.1719  2.7098  -1.8385
F  2.1920  4.4096  -0.9351
F  3.8336  3.4339  0.0963
C  1.9751  -3.3174  2.0003
C  1.6006  -2.0073  1.3190
S  0.2358  -1.2118  2.1734
O  -0.1014  0.0694  1.4018
C  1.0149  -0.7219  3.7223
C  2.3103  0.0593  3.6017
H  2.6796  -3.8607  1.3723
H  1.1069  -3.9573  2.1636
H  2.4620  -3.1474  2.9598
H  1.2173  -2.1647  0.3093
H  2.4340  -1.3110  1.2666
H  1.1340  -1.6557  4.2767
H  0.2389  -0.1455  4.2279
H  3.1508  -0.5812  3.3380
H  2.5384  0.5239  4.5600
H  2.2263  0.8524  2.8608
O  -2.1625  -1.9841  0.0773
C  -2.4179  -2.8161  -0.7944
C  -2.4401  -2.4779  -2.2627
C  -1.4214  -3.4112  -2.9540
C  -0.1599  -3.6910  -2.1033
C  -0.2527  -4.8858  -1.1329
C  -1.2262  -4.7009  0.0347
N  -2.4908  -4.1444  -0.4891
H  -2.1245  -1.4374  -2.3469
H  -3.4394  -2.5664  -2.6934
H  -1.1337  -2.9593  -3.9034
H  -1.8978  -4.3593  -3.2135
H  0.1095  -2.7798  -1.5533
H  0.6735  -3.8836  -2.7790
H  0.7403  -5.1091  -0.7350
H  -0.5507  -5.7696  -1.7050
H  -0.8507  -3.9970  0.7767
H  -1.4275  -5.6423  0.5418
H  -2.8234  -4.6985  -1.2684
C  -2.2232  2.1207  -1.9408
As  -0.5970  3.0918  -1.8143
C  0.2365  3.2071  -3.5258
C  -0.8533  4.8384  -1.0856
H  -2.8453  2.6549  -2.6615
H  -2.7078  2.1095  -0.9690
H  -2.0173  1.1165  -2.3052
H  -0.5337  3.4305  -4.2646
H  0.7057  2.2520  -3.7541
H  0.9796  4.0025  -3.5203
H  -1.0496  5.4657  -1.9581
H  0.0342  5.1961  -0.5749
H  -1.7073  4.8163  -0.4160

Computed properties:
* spin multiplicity: 1
* total charge: +2
* orbital gap: 9.04 eV
* electronic energy: -145633.6221 eV
* F_max: 0.4 eV/A

Entry 3:
This record from OMol25 describes a structure of composition C27H46AlAsN5SSi3. The level of theory is ωB97M-V/def2-TZVPD.

Atoms and positions in Å:
Al  -0.0090  0.2969  0.3032
C  -1.1138  5.6551  2.2747
C  -2.1483  4.5884  1.9344
N  -1.8368  3.2960  2.5381
C  -0.9987  2.3793  2.0321
S  -0.4678  2.5499  0.3447
N  -0.5746  1.4354  2.8448
N  0.3431  0.6553  2.2007
C  1.4647  0.3325  2.7344
C  1.7838  0.5324  4.1732
C  2.4843  -0.0215  1.7231
C  3.7496  -0.4934  2.0201
C  4.6778  -0.6134  0.9945
C  4.3132  -0.2575  -0.2912
C  3.0179  0.1824  -0.5146
N  2.1274  0.3093  0.4643
H  -1.3732  6.5969  1.7916
H  -0.1258  5.3512  1.9266
H  -1.0675  5.8253  3.3509
H  -2.2086  4.4498  0.8570
H  -3.1339  4.8861  2.2912
H  -1.9623  3.2226  3.5384
H  1.1222  1.2898  4.5868
H  2.8207  0.8306  4.3120
H  1.6170  -0.3953  4.7260
H  4.0070  -0.7632  3.0348
H  5.6748  -0.9775  1.2025
H  5.0151  -0.3292  -1.1094
H  2.6763  0.4598  -1.5041
C  -6.3094  -0.0522  0.2531
Si  -4.6490  0.5288  0.9153
C  -4.4387  0.0132  2.7120
C  -4.6357  2.4023  0.7784
As  -2.6910  -0.3264  -0.1639
Si  -2.8743  0.4087  -2.4329
C  -4.5073  -0.1280  -3.1892
C  -2.7063  2.2753  -2.6028
C  -1.4165  -0.3243  -3.3811
Si  -3.2186  -2.6838  -0.1948
C  -2.3046  -3.6379  -1.5411
C  -5.0462  -3.0435  -0.4815
C  -2.7626  -3.3322  1.5163
H  -7.0795  0.5890  0.6884
H  -6.5411  -1.0787  0.5264
H  -6.3807  0.0362  -0.8311
H  -5.1132  0.5800  3.3576
H  -3.4153  0.1957  3.0483
H  -4.6589  -1.0465  2.8541
H  -5.6002  2.8045  1.0962
H  -4.4626  2.7361  -0.2452
H  -3.8613  2.8284  1.4133
H  -5.3296  0.4807  -2.8096
H  -4.7340  -1.1758  -2.9894
H  -4.4714  0.0057  -4.2728
H  -3.2493  2.8290  -1.8379
H  -3.0944  2.5817  -3.5771
H  -1.6609  2.5808  -2.5474
H  -1.4343  -1.4133  -3.4245
H  -0.4713  -0.0169  -2.9236
H  -1.4205  0.0513  -4.4067
H  -2.4378  -3.1694  -2.5175
H  -2.7413  -4.6373  -1.6015
H  -1.2378  -3.7577  -1.3564
H  -5.5131  -2.3805  -1.2087
H  -5.6124  -2.9799  0.4479
H  -5.1420  -4.0652  -0.8547
H  -1.8302  -2.9111  1.8963
H  -2.6522  -4.4183  1.4840
H  -3.5478  -3.1009  2.2376
C  0.2051  -1.5849  -0.4246
C  1.4788  -2.2613  -0.7740
C  1.9835  -2.2196  -2.0769
C  3.1782  -2.8326  -2.4046
C  3.9052  -3.5017  -1.4211
C  3.4099  -3.5651  -0.1189
C  2.2114  -2.9531  0.1938
C  5.1545  -4.1286  -1.7394
N  6.1627  -4.6243  -1.9810
H  -0.3055  -2.1497  0.3644
H  -0.4607  -1.5929  -1.2882
H  1.4176  -1.6996  -2.8426
H  3.5609  -2.8021  -3.4161
H  3.9693  -4.1004  0.6373
H  1.8258  -3.0100  1.2059

Computed properties:
* spin multiplicity: 1
* total charge: +1
* orbital gap: 7.52 eV
* electronic energy: -138100.3694 eV
* F_max: 0.8 eV/A

Entry 4:
This record from OMol25 describes the molecule C5H11FN2 at a distorted geometry. The level of theory is ωB97M-V/def2-TZVPD.

Atoms and positions in Å:
C  0.5673  0.1094  -0.0483
C  1.6680  -0.5099  0.7123
C  -0.6593  0.5949  0.8613
C  -1.8990  -0.1445  0.4908
C  -0.2508  -0.6176  -1.0513
H  2.1844  1.4006  -1.2341
H  0.4507  1.8941  -1.1479
H  2.1151  0.2440  1.4641
H  1.4429  -1.4302  1.1847
H  -0.8553  1.6266  0.5883
H  -0.3386  0.5513  1.9823
H  -2.4006  -0.5599  1.3478
H  -2.5953  0.4081  -0.1004
H  -2.0290  -1.4888  -1.0472
H  -0.5772  -0.0253  -1.8485
H  0.4863  -1.3217  -1.3032
N  1.1603  1.3407  -0.6039
N  -1.3696  -1.1637  -0.3296
F  2.8998  -0.9081  0.0828

Computed properties:
* spin multiplicity: 1
* orbital gap: 9.61 eV
* SMILES: N[C@@]1(CF)CCNC1
* electronic energy: -11058.7311 eV
* F_max: 5.0 eV/A

Entry 5:
This record from OMol25 describes a structure of composition C44H43BaClIN8O8S at a distorted geometry. The level of theory is ωB97M-V/def2-TZVPD.

Atoms and positions in Å:
Ba  0.9603  1.2227  -0.1109
C  5.4345  0.3192  0.7151
N  4.3867  -0.6090  1.1268
C  4.4588  -0.8210  2.5628
C  4.5173  -1.8968  0.4458
C  4.2649  -1.8481  -1.0479
N  2.8551  -1.7500  -1.4023
C  2.1711  -3.0196  -1.1796
C  2.7327  -1.3693  -2.8058
H  6.4397  -0.1297  0.8168
H  5.4046  1.2135  1.3427
H  5.3013  0.6445  -0.3185
H  5.4232  -1.2617  2.8711
H  3.6637  -1.4994  2.8835
H  4.3374  0.1270  3.0893
H  3.8259  -2.6000  0.9119
H  5.5253  -2.3155  0.6121
H  4.7067  -2.7543  -1.4990
H  4.7905  -1.0097  -1.5007
H  2.6442  -3.8433  -1.7444
H  1.1319  -2.9467  -1.4942
H  2.1711  -3.2940  -0.1237
H  3.2728  -2.0700  -3.4680
H  3.1399  -0.3646  -2.9577
H  1.6815  -1.3547  -3.0951
O  -2.9891  3.4912  -0.5592
C  -1.8519  3.2640  -0.1334
O  -1.2040  2.1653  -0.1452
C  -1.0683  4.4030  0.5272
C  -1.6300  5.6651  0.6433
C  -0.8980  6.6678  1.2572
C  0.3698  6.3716  1.7360
C  0.8513  5.0821  1.5739
N  0.1567  4.1081  0.9795
H  -2.6243  5.8184  0.2483
H  -1.3094  7.6646  1.3605
H  0.9853  7.1154  2.2234
H  1.8437  4.8155  1.9323
Cl  6.7714  5.5983  1.8981
C  5.5763  4.6641  1.0295
C  5.5594  4.6887  -0.3276
C  4.6060  3.9505  -1.0627
I  4.6931  4.0463  -3.1277
C  3.6323  3.1502  -0.4580
O  2.7542  2.4718  -1.1025
C  3.6745  3.1289  1.0156
N  2.7633  2.3522  1.6685
C  2.7392  2.3139  2.9779
C  3.6557  3.0278  3.7749
C  4.5918  3.8030  3.1551
C  4.6273  3.8805  1.7442
H  6.2906  5.2872  -0.8584
H  1.9761  1.6806  3.4311
H  3.6049  2.9533  4.8539
H  5.3151  4.3673  3.7264
C  -4.2995  1.1657  -2.2828
O  -3.6311  0.6616  -3.4572
C  -4.3367  -0.0787  -4.3120
C  -5.7138  -0.2459  -4.2645
C  -6.3486  -1.0150  -5.2338
C  -5.6341  -1.6318  -6.2478
C  -4.2501  -1.4954  -6.2782
C  -3.6088  -0.7377  -5.3185
N  -2.1843  -0.5757  -5.3272
C  -1.4090  -0.7546  -4.2598
C  -1.6659  -1.5079  -3.1433
C  -2.6457  -2.5588  -3.0417
C  -2.8391  -3.2058  -1.8730
C  -2.0989  -2.8046  -0.7088
C  -1.1846  -1.8037  -0.7449
C  -0.9065  -1.1011  -1.9796
O  -0.0700  -0.1663  -2.0359
H  -3.5470  1.6818  -1.6926
H  -4.7166  0.3393  -1.7042
H  -5.0940  1.8624  -2.5614
H  -6.2919  0.2266  -3.4794
H  -7.4262  -1.1314  -5.1886
H  -6.1380  -2.2315  -6.9967
H  -3.6491  -1.9995  -7.0298
H  -1.7996  -0.0245  -6.0707
H  -0.4860  -0.1784  -4.2615
H  -3.1937  -2.8645  -3.9254
H  -3.5381  -4.0309  -1.7979
H  -2.2881  -3.3324  0.2258
H  -0.6678  -1.5110  0.1630
O  -4.7061  -7.1924  3.0103
S  -3.3853  -6.6552  3.2565
O  -2.5593  -6.4772  2.0770
O  -2.6935  -7.2203  4.3992
C  -3.7270  -4.9348  3.7659
N  -4.8705  -4.6718  4.4044
C  -5.0796  -3.4049  4.7399
C  -4.1880  -2.3820  4.4522
C  -3.0248  -2.7679  3.8076
N  -2.7883  -4.0302  3.4812
C  -1.9600  -1.8070  3.3925
C  -2.2078  -0.4537  3.2097
C  -1.2158  0.3540  2.6752
N  -0.0048  -0.1165  2.3637
C  0.2562  -1.4033  2.6227
C  -0.6847  -2.2887  3.1088
H  -6.0086  -3.1879  5.2624
H  -4.3888  -1.3564  4.7422
H  -3.1879  -0.0285  3.4012
H  -1.4109  1.3981  2.4388
H  1.2578  -1.7488  2.3711
H  -0.4630  -3.3413  3.2336

Computed properties:
* spin multiplicity: 1
* total charge: -1
* orbital gap: 6.76 eV
* electronic energy: -106784.2790 eV
* F_max: 1.9 eV/A